{
  "formula": "C17H13BrCl2N6S",
  "method": "ωB97M-V/def2-TZVPD",
  "species": ["C", "N", "H", "N", "C", "N", "C", "C", "Cl", "H", "H", "N", "H", "H", "H", "C", "C", "H", "H", "N", "C", "C", "Br", "Cl", "H", "C", "H", "C", "C", "N", "C", "H", "C", "H", "C", "C", "S", "H", "C", "C"],
  "positions_angstrom": [[2.942, -1.416, -1.391], [4.964, 1.736, 2.499], [-0.174, 1.299, -1.447], [5.272, 0.569, 0.575], [-0.898, 0.620, -1.097], [-4.229, 0.667, 0.230], [-5.015, 1.596, -0.431], [-2.995, 0.151, -0.188], [-3.776, -2.341, 0.547], [1.452, -2.523, -0.433], [0.979, -0.829, 0.491], [1.465, -0.655, 1.366], [1.202, -0.074, 2.116], [4.080, 2.069, 2.894], [-6.285, 1.524, 2.647], [-2.618, -1.265, -0.127], [4.644, 0.728, 1.672], [5.529, 2.322, 1.888], [-4.959, 1.867, -1.441], [0.767, -0.946, -1.734], [4.657, -0.335, -0.239], [-4.664, 0.510, 1.571], [3.735, -2.045, -4.162], [-2.427, 2.789, -0.740], [-6.446, 2.991, 0.199], [-5.652, 1.462, 1.752], [1.079, -0.402, -2.509], [-2.066, 1.094, -0.654], [-5.864, 2.150, 0.489], [3.476, 0.308, 1.964], [-0.416, -0.634, -1.015], [1.650, -2.966, -2.127], [1.677, -2.087, -1.408], [-4.264, -0.280, 2.248], [3.326, -0.809, -0.126], [2.794, -0.410, 1.095], [5.475, -0.818, -1.720], [-1.004, -2.602, -0.330], [-1.355, -1.656, -0.567], [3.944, -1.358, -2.359]],
  "atomic_forces_ev_per_a": [[3.188, -0.140, 0.276], [1.718, 1.274, 0.441], [0.627, 1.157, -0.580], [1.651, -2.517, -2.871], [2.542, 1.460, -0.503], [-0.582, -1.531, 1.062], [-0.303, -0.125, 2.440], [0.355, -0.485, -0.454], [0.234, -0.422, -0.189], [-0.103, 0.248, -0.028], [-0.665, 0.552, 1.173], [2.184, -0.882, -1.093], [-1.351, 0.578, 0.614], [1.025, 0.453, -0.080], [0.530, 0.216, -0.492], [0.253, 2.803, -0.316], [-0.588, 1.853, 0.557], [-0.064, 0.880, 1.097], [0.584, -0.002, -1.115], [-1.043, -1.700, 1.845], [0.773, 0.743, -0.094], [-0.500, 1.119, -0.681], [0.262, 0.357, 1.281], [0.563, -0.263, 0.074], [-0.809, 0.255, 0.363], [-0.343, -0.493, -0.060], [-0.160, 0.538, -0.076], [-2.357, -0.995, 0.624], [0.859, -1.134, 0.200], [-4.341, -3.049, 0.696], [-1.616, -3.414, -1.964], [-0.238, 1.181, 0.463], [-2.191, -0.584, -1.928], [-0.308, 1.065, -0.866], [3.680, 0.663, -1.648], [-1.735, -0.176, 0.358], [-0.885, 0.747, -0.019], [0.378, -1.968, -0.094], [0.341, 2.720, 0.630], [-1.563, -0.981, 0.956]],
  "orbital_gap_ev": 8.48,
  "homo_ev": -8.16,
  "spin_multiplicity": 1,
  "relative_energy_kj_mol": 201.2,
  "max_force_ev_per_a": 5.4,
  "total_energy_ha": -4876.6793,
  "lumo_energy_ha": 0.0115,
  "smiles": "Nc1nc(N)c2c(CNc3cc(Cl)c(-n4cccc4)c(Cl)c3)c(Br)sc2n1"
}